Here is C26H40Br3INO6P in the gas phase at a distorted geometry from the OMol25 dataset. Energies are from ωB97M-V/def2-TZVPD.

Cartesian coordinates (Å):
C1 3.086 4.889 0.262
C2 2.668 4.356 -1.216
C3 1.183 4.868 -1.494
O1 0.693 5.716 -0.698
O2 0.357 4.495 -2.597
C4 0.003 3.070 -2.529
C5 -1.455 2.817 -1.909
C6 -1.451 1.913 -0.565
C7 -0.333 2.562 0.381
O3 -0.480 3.605 1.083
O4 0.935 1.958 0.404
N1 -0.867 0.622 -1.097
C8 -1.494 -0.523 -0.850
C9 -1.082 -1.983 -1.335
C10 0.500 -2.218 -1.479
C11 1.042 -3.391 -0.509
C12 0.195 -4.764 -0.626
C13 2.553 -3.716 -1.025
C14 3.544 -2.470 -0.863
C15 3.701 -1.987 0.674
C16 4.966 -1.607 1.221
C17 5.310 -2.005 2.744
C18 6.089 -0.833 0.398
C19 -2.755 -0.055 0.064
C20 -3.946 -0.979 -0.491
Br1 -4.164 -0.866 -2.496
C21 -5.349 -0.814 0.309
C22 -5.829 -2.226 0.977
Br2 -6.871 -0.198 -0.808
P1 -2.221 -0.687 1.816
C23 -0.375 -0.339 2.103
O5 -2.359 -2.397 1.909
C24 -2.903 1.543 0.088
Br3 -4.359 2.410 -0.973
C25 -3.202 2.147 1.579
C26 -3.872 3.631 1.518
O6 -3.274 4.658 1.173
I1 -5.986 3.819 2.147
H1 2.315 4.514 1.028
H2 3.023 6.039 0.302
H3 4.161 4.594 0.542
H4 3.456 4.794 -1.929
H5 2.797 3.223 -1.224
H6 -0.044 2.737 -3.636
H7 0.837 2.434 -2.060
H8 -1.930 3.849 -1.717
H9 -2.054 2.206 -2.687
H10 -0.009 0.485 -1.656
H11 -1.590 -2.164 -2.358
H12 -1.602 -2.719 -0.616
H13 0.677 -2.576 -2.564
H14 1.109 -1.276 -1.272
H15 1.053 -3.030 0.579
H16 -0.652 -4.720 -1.395
H17 0.952 -5.607 -0.844
H18 -0.266 -5.037 0.393
H19 2.446 -3.933 -2.158
H20 2.910 -4.683 -0.539
H21 4.606 -2.746 -1.205
H22 3.229 -1.544 -1.458
H23 2.803 -1.907 1.383
H24 6.271 -2.638 2.731
H25 4.428 -2.551 3.213
H26 5.574 -1.046 3.318
H27 7.081 -1.393 0.485
H28 6.270 0.219 0.830
H29 5.830 -0.689 -0.716
H30 -3.617 -2.071 -0.310
H31 -5.119 -0.131 1.206
H32 -6.155 -2.057 2.072
H33 -4.994 -3.003 1.015
H34 -6.686 -2.668 0.343
H35 0.306 -0.661 1.246
H36 -0.198 0.743 2.450
H37 -0.082 -0.998 3.008
H38 -3.060 -2.632 2.566
H39 -4.004 1.497 2.098
H40 -2.276 2.125 2.244

Highest occupied orbital energy (eV): -8.17
Kohn-Sham gap (eV): 7.3
Calculated total energy (eV): -268893.7673